Density functional theory data (ωB97M-V/def2-TZVPD) for a molecular structure, C27H34B2N7O7Pt.

Positions of all 78 atoms, in Å:
Pt  -0.558  0.214  0.231
B  -1.750  -1.307  3.249
N  -1.478  -2.086  1.924
C  -1.532  -3.417  1.880
C  -1.433  -3.839  0.568
C  -1.300  -2.662  -0.153
N  -1.322  -1.606  0.669
N  -1.483  0.218  3.117
C  -1.766  1.075  4.104
C  -1.204  2.302  3.807
C  -0.587  2.106  2.576
N  -0.766  0.843  2.170
H  -2.916  -1.431  3.563
H  -1.015  -1.782  4.088
H  -1.688  -3.973  2.790
H  -1.458  -4.847  0.195
H  -1.212  -2.506  -1.212
H  -2.326  0.739  4.960
H  -1.242  3.205  4.389
H  -0.035  2.797  1.965
C  4.224  0.157  2.061
C  2.923  0.377  1.311
N  2.764  1.611  0.768
O  2.102  -0.509  1.180
H  4.591  1.065  2.542
H  4.980  -0.192  1.357
H  4.065  -0.617  2.807
H  3.446  2.329  0.927
H  1.914  1.843  0.259
C  1.263  -4.433  -1.863
C  1.892  -3.156  -2.410
C  3.407  -3.271  -2.328
O  1.488  -2.068  -1.584
B  0.489  -1.343  -2.235
O  0.284  -1.854  -3.528
C  1.348  -2.757  -3.829
C  0.783  -3.912  -4.640
C  2.365  -1.989  -4.667
H  1.553  -4.542  -0.817
H  1.594  -5.314  -2.417
H  0.175  -4.387  -1.902
H  3.690  -3.589  -1.324
H  3.884  -2.313  -2.528
H  3.784  -4.009  -3.041
H  -0.057  -4.380  -4.131
H  1.548  -4.668  -4.832
H  0.426  -3.533  -5.599
H  2.752  -1.133  -4.112
H  1.859  -1.607  -5.555
H  3.201  -2.616  -4.981
O  0.079  4.226  -0.650
C  -0.524  3.167  -0.542
O  0.089  2.062  -0.271
C  -2.041  3.201  -0.750
C  -2.905  2.169  -0.376
C  -4.264  2.266  -0.629
C  -4.729  3.400  -1.264
C  -3.904  4.446  -1.633
C  -2.552  4.342  -1.361
N  -6.176  3.502  -1.575
O  -6.574  4.525  -2.101
O  -6.885  2.558  -1.288
H  -2.442  1.288  0.081
H  -4.949  1.478  -0.351
H  -4.322  5.313  -2.122
H  -1.867  5.133  -1.631
N  -0.187  -0.242  -1.714
C  -0.797  0.616  -2.667
C  -2.150  0.495  -2.985
C  -2.744  1.327  -3.921
C  -1.994  2.303  -4.563
C  -0.645  2.431  -4.260
C  -0.053  1.594  -3.324
H  -2.728  -0.272  -2.483
H  -3.798  1.213  -4.148
H  -2.458  2.962  -5.287
H  -0.050  3.193  -4.748
H  0.992  1.706  -3.060

Forces on atoms 1 to 2 (eV/Å):
-0.1 -0.4 -0.1
0.0 0.0 0.0

Values from the calculation:
- charge = -1
- lowest unoccupied orbital energy (eV) = 1.937
- HOMO (eV) = -5.11
- Kohn-Sham gap (eV) = 7.049
- ΔE to the lowest compared entry with this formula, charge and spin (eV) = 0.080
- electronic energy (hartree) = -2128.5136

These are the Löwdin partial charges, in e, on atoms 1 to 8: Pt 1.187; B -0.411; N -0.056; C -0.096; C -0.054; C -0.137; N -0.098; N -0.067

=====

Density functional theory data (ωB97M-V/def2-TZVPD) for a molecular structure, C27H34BrF12N9O6S3SbSn in a non-equilibrium geometry.

Positions of all 94 atoms, in Å:
Sn  0.410  -0.926  0.703
O  -5.407  1.114  0.938
C  -4.610  1.730  1.862
C  -5.227  2.463  2.872
C  -4.466  3.083  3.843
C  -3.077  2.980  3.824
C  -2.465  2.284  2.801
C  -3.218  1.672  1.801
C  -2.530  1.025  0.621
O  -1.819  -0.161  0.913
N  -1.589  1.975  0.050
N  -0.350  1.682  -0.343
C  0.269  2.583  -1.014
C  1.638  2.458  -1.483
Br  2.785  1.363  -0.446
C  2.155  3.121  -2.524
C  1.415  3.956  -3.482
C  0.112  3.669  -3.896
C  -0.535  4.484  -4.811
C  0.109  5.594  -5.336
C  1.413  5.876  -4.953
C  2.062  5.060  -4.042
H  -5.200  0.165  0.922
H  -6.308  2.502  2.888
H  -4.957  3.639  4.631
H  -2.483  3.453  4.594
H  -1.386  2.213  2.756
H  -3.285  0.774  -0.131
H  -1.953  2.904  -0.114
H  -0.240  3.510  -1.284
H  3.224  3.056  -2.683
H  -0.387  2.782  -3.527
H  -1.542  4.242  -5.125
H  -0.397  6.228  -6.052
H  1.929  6.732  -5.370
H  3.081  5.280  -3.750
F  5.574  -1.597  3.706
C  5.614  -2.387  2.620
F  6.684  -2.063  1.912
F  5.711  -3.648  3.020
S  4.073  -2.096  1.654
O  4.122  -0.705  1.291
O  2.974  -2.494  2.501
N  4.411  -3.082  0.467
S  3.452  -3.148  -0.771
O  4.086  -2.896  -2.022
O  2.156  -2.512  -0.541
C  3.011  -4.941  -0.798
F  2.602  -5.343  0.399
F  2.016  -5.119  -1.674
F  4.049  -5.676  -1.178
C  -1.715  -0.697  -2.044
N  -2.059  -0.865  -3.451
C  -1.033  -0.226  -4.273
N  0.293  -0.804  -4.049
C  0.633  -0.631  -2.642
N  -0.383  -1.298  -1.796
C  -0.421  -2.757  -2.125
N  -0.774  -2.917  -3.529
C  -2.079  -2.299  -3.758
C  0.232  -2.239  -4.345
H  -2.450  -1.184  -1.409
H  -1.653  0.367  -1.815
H  -1.000  0.840  -4.039
H  -1.297  -0.347  -5.325
H  0.633  0.431  -2.402
H  1.606  -1.067  -2.427
H  -1.162  -3.233  -1.493
H  0.563  -3.170  -1.943
H  -2.823  -2.786  -3.127
H  -2.357  -2.430  -4.805
H  -0.017  -2.368  -5.400
H  1.210  -2.685  -4.154
C  2.770  -1.225  5.616
N  2.359  -0.218  4.640
C  1.172  -0.172  4.035
S  1.093  0.751  2.536
N  0.085  -0.682  4.550
C  -0.151  -1.103  5.926
H  3.844  -1.338  5.540
H  2.314  -2.183  5.377
H  2.525  -0.935  6.635
H  3.097  0.215  4.105
H  -0.757  -0.618  3.976
H  0.169  -2.126  6.109
H  -1.224  -1.043  6.087
H  0.346  -0.428  6.619
F  -1.921  -2.719  0.290
Sb  -2.848  -1.705  1.654
F  -2.325  -0.936  3.361
F  -4.011  -1.528  0.107
F  -4.517  -1.103  2.385
F  -3.115  -3.363  2.471
F  -0.556  -2.037  2.094

Forces on atoms 1 to 2 (eV/Å):
-0.6 0.3 -0.5
0.1 0.1 0.0

Values from the calculation:
- charge = 0
- lowest unoccupied orbital energy (alpha / beta) (eV) = -0.507 / -3.312
- HOMO (alpha / beta) (eV) = -8.59 / -8.61
- multiplicity = 2
- Kohn-Sham gap (alpha / beta) (eV) = 8.085 / 5.303
- ΔE to the lowest compared entry with this formula, charge and spin (eV) = 0.844
- electronic energy (hartree) = -7415.1122

These are the Löwdin partial charges, in e, on atoms 1 to 8: Sn 1.285; O 0.041; C -0.275; C 0.002; C -0.071; C -0.079; C -0.038; C -0.128

=====

- Which of these has the highest ΔE to the lowest compared entry with this formula, charge and spin?
  C27H34BrF12N9O6S3SbSn

=====

- ΔE to the lowest compared entry with this formula, charge and spin of number 2 (C27H34BrF12N9O6S3SbSn)?
  0.844 eV

=====

- The highest ΔE to the lowest compared entry with this formula, charge and spin belongs to which entry?
  C27H34BrF12N9O6S3SbSn

=====

- What is the electronic energy in the first record?
  -2128.5136 hartree